[1]
The following is a DFT calculation (wB97M-V/def2-TZVPD) of a 9-piece molecular cluster, C42H76F6O25 overall at a distorted geometry.

Structure (ORCA input):
```
! wB97M-V def2-TZVPD RIJCOSX def2/J DEFGRID3
* xyz 1 2
C 2.0409 14.1477 2.8913
O 3.2693 14.3815 3.5651
C 3.8916 15.5477 3.1098
C 4.8305 15.3377 1.8457
O 4.2356 16.0338 0.7144
C 4.4016 17.4172 0.7056
C 5.9140 17.8318 0.2406
O 6.9947 17.5283 1.1526
C 6.8629 18.2785 2.4286
H 1.4130 14.9998 3.1516
H 1.4827 13.3262 3.3405
H 2.1250 14.0717 1.8072
H 4.6350 15.9065 3.8217
H 3.0850 16.2782 3.0478
H 4.8796 14.2772 1.5986
H 5.9016 15.4580 2.0083
H 4.1752 17.9382 1.6360
H 3.7888 17.8888 -0.0626
H 5.7429 18.8753 -0.0237
H 6.3832 17.3416 -0.6125
H 6.5653 19.3142 2.2645
H 7.8516 18.2361 2.8856
H 6.0683 17.8418 3.0336
C 11.5623 21.3958 1.1114
O 12.3582 20.7918 2.0992
C 13.5495 20.0909 1.6148
C 14.6108 20.9196 0.8266
O 14.1635 21.2597 -0.4430
C 15.0863 21.4634 -1.4580
C 16.0450 22.6648 -1.2885
O 16.9490 22.3696 -0.2682
C 17.7961 23.4374 0.0712
H 11.8622 22.4064 0.8341
H 10.5204 21.5309 1.4015
H 11.5672 20.8484 0.1689
H 13.5203 19.1332 1.0952
H 13.9473 19.6544 2.5310
H 15.5554 20.3885 0.9447
H 14.8417 21.8196 1.3965
H 14.3923 21.7788 -2.2372
H 15.5600 20.5414 -1.7949
H 15.3384 23.3507 -0.8211
H 16.4596 23.0162 -2.2333
H 17.2253 24.2347 0.5471
H 18.3127 23.8133 -0.8119
H 18.5611 23.1727 0.8012
C 13.5684 13.6680 -1.2232
O 14.3260 14.9183 -1.4581
C 15.3340 15.1848 -0.5295
C 16.0586 16.5077 -0.6012
O 16.5911 16.8050 -1.8476
C 17.3365 17.9737 -1.9054
C 18.8399 17.7022 -2.1590
O 19.1147 16.9650 -0.9525
C 20.5551 16.9936 -0.7036
H 12.9861 13.7224 -0.3034
H 14.3165 12.8791 -1.1458
H 12.9387 13.5779 -2.1084
H 16.0425 14.3639 -0.6410
H 14.9371 15.0697 0.4792
H 16.8073 16.5232 0.1908
H 15.4122 17.2933 -0.2101
H 17.1885 18.6537 -1.0664
H 17.0915 18.5078 -2.8234
H 19.4237 18.6221 -2.1251
H 19.0242 17.0787 -3.0339
H 21.2070 16.6394 -1.5021
H 20.9118 16.4853 0.1922
H 20.9292 18.0121 -0.5999
C 14.4071 19.0241 6.8416
C 13.8425 20.3717 6.2952
O 12.5415 20.1315 5.7347
C 11.7383 21.1511 5.4102
O 12.0369 22.3045 5.7530
C 10.3374 20.8192 4.7841
F 9.3962 21.1152 5.7410
F 10.0647 21.5281 3.6767
F 10.2236 19.5010 4.3812
H 14.7251 18.4291 5.9854
H 13.5854 18.5481 7.3766
H 15.3032 19.2034 7.4357
H 14.5149 20.8160 5.5614
H 13.6769 21.0131 7.1609
C 7.9337 13.2516 -0.9718
C 9.2836 12.7879 -0.5629
O 9.3132 11.3867 -0.9097
C 10.4154 10.6685 -1.1932
O 11.5547 11.0936 -1.5279
C 10.2111 9.1564 -1.3700
F 11.2329 8.6240 -0.6846
F 9.1486 8.6174 -0.7653
F 10.3292 8.7270 -2.6409
H 7.6796 12.6580 -1.8500
H 7.7078 14.3162 -1.0325
H 7.2847 12.9387 -0.1539
H 9.4015 13.0212 0.4953
H 10.0856 13.3536 -1.0371
C 5.8958 16.1547 -3.5300
C 6.9961 16.6360 -4.4376
C 7.9816 17.5010 -3.6844
O 9.1786 16.8880 -4.0136
C 8.9992 15.6755 -4.5471
O 9.8761 14.8386 -4.7298
O 7.7469 15.5026 -4.8561
H 5.3899 15.3012 -3.9812
H 5.0909 16.8786 -3.4027
H 6.1216 15.7477 -2.5443
H 6.5602 17.2466 -5.2282
H 7.9322 17.5310 -2.5959
H 8.0631 18.4515 -4.2117
C 10.1164 16.4288 -0.2602
C 11.3552 16.6829 0.6632
C 10.9424 17.3731 1.9759
O 11.4483 16.4562 2.9343
C 12.0679 15.4213 2.4586
O 12.6928 14.6452 3.1165
O 11.8184 15.3604 1.1486
H 9.8878 17.4021 -0.6943
H 9.2206 16.1284 0.2833
H 10.1183 15.7687 -1.1277
H 12.1248 17.1408 0.0418
H 9.8614 17.3016 2.0960
H 11.3583 18.3796 1.9298
C 13.5344 9.2958 3.8178
C 13.4128 10.8017 3.8472
C 12.0467 11.2580 3.1953
O 11.3423 11.7549 4.3452
C 12.0866 11.7408 5.4464
O 11.7937 12.2234 6.5065
O 13.2413 11.1751 5.1990
H 12.7380 8.6866 4.2454
H 14.4990 8.9834 4.2178
H 13.4906 8.9452 2.7867
H 14.2157 11.2788 3.2852
H 11.5418 10.4154 2.7229
H 12.2657 11.9913 2.4192
C 8.9812 13.9476 7.4191
C 9.9887 15.0718 6.9264
C 9.5323 15.7957 5.6796
O 9.6408 17.1130 6.0765
C 9.8913 17.2439 7.3095
O 9.7882 18.3448 7.9877
O 9.9749 16.0722 7.9021
H 9.1253 13.0518 6.8151
H 7.9126 14.1621 7.4043
H 9.2372 13.5603 8.4053
H 11.0349 14.7822 6.8286
H 8.4699 15.6885 5.4607
H 10.1992 15.5948 4.8411
*
```

⟨S²⟩: 0.756
Orbital gap (spin up / spin down) in eV: 7.77 / 1.59
E_HOMO (spin up / spin down) in eV: -10.54 / -10.54

Atomic partial charges in e from the Löwdin method, atoms 1 to 6:
1. C -0.05
2. O -0.11
3. C -0.15
4. C -0.05
5. O 0.01
6. C -0.10


[2]
The following is a DFT calculation (wB97M-V/def2-TZVPD) of a 5-piece molecular cluster, C42H77BBrIN4O11P overall at a distorted geometry.

Structure (ORCA input):
```
! wB97M-V def2-TZVPD RIJCOSX def2/J DEFGRID3
* xyz 1 1
C 5.5677 -5.1910 2.3465
C 4.9582 -4.3098 1.7551
C 4.2807 -3.1046 1.0573
C 5.0879 -2.2056 0.0508
C 5.3227 -3.0914 -1.2749
I 6.8534 -4.6950 -1.0879
C 4.1483 -3.8645 -1.9703
C 3.8147 -3.2195 -3.4241
C 6.4785 -1.5567 0.5814
C 6.7795 -1.2963 2.1074
C 5.9145 -1.7491 3.3252
N 6.3026 -2.7124 4.1002
C 7.1148 -0.4491 -0.4645
C 8.1784 0.5425 0.2438
C 9.3761 1.1956 -0.5203
C 9.2863 2.1498 -1.7629
C 9.1393 1.5110 -3.1991
O 9.4054 2.4243 -4.2761
C 8.4314 2.3223 -5.3337
B 8.2105 -1.2913 -1.3925
N 9.3939 -1.9853 -0.8153
O 8.0535 -1.5034 -2.7921
N 6.1247 0.2932 -1.3006
Br 5.9926 2.2036 -1.0466
C 4.7027 -0.1468 -1.4069
C 4.0627 -0.9455 -0.2087
C 2.5141 -1.1448 -0.1745
C 1.6297 -2.0844 -1.0519
C 0.0969 -1.5698 -0.8288
C -0.5881 -1.0577 -2.1677
N -1.7231 -0.1729 -1.7794
C -3.1159 -0.4306 -1.8347
C -3.8977 0.7586 -1.3895
C -2.8414 1.8488 -0.9889
C -1.5674 1.1355 -1.2690
P 4.1223 0.3417 1.2392
O 3.2659 1.5737 0.9174
H 6.1494 -5.7974 3.0951
H 3.3414 -3.5602 0.5999
H 3.8254 -2.4189 1.8542
H 5.7760 -2.4874 -2.1346
H 4.4768 -4.8995 -2.3395
H 3.2285 -4.1409 -1.3932
H 2.9922 -3.8637 -3.8803
H 4.7392 -3.3449 -4.0793
H 3.4554 -2.1578 -3.3796
H 7.1911 -2.4447 0.4073
H 7.8326 -1.6749 2.3708
H 6.9210 -0.1860 2.3822
H 4.9418 -1.2618 3.6628
H 7.1974 -3.0992 3.7670
H 7.6978 1.2320 1.0188
H 8.7700 -0.1625 0.9330
H 10.3044 0.5457 -0.6872
H 9.8038 1.9084 0.2811
H 10.3194 2.6520 -1.8105
H 8.6041 3.0593 -1.6560
H 9.9410 0.6895 -3.2752
H 8.1521 1.0026 -3.4163
H 8.7519 1.4732 -6.0125
H 7.3598 2.2284 -4.9838
H 8.4949 3.3006 -5.9171
H 10.2804 -1.5908 -1.1286
H 9.3288 -2.1142 0.1943
H 8.9634 -1.4099 -3.1613
H 6.4861 0.3029 -2.2790
H 4.5998 -0.7168 -2.3930
H 4.0106 0.7482 -1.5730
H 2.0433 -0.1184 -0.3911
H 2.1977 -1.3424 0.9103
H 1.5855 -3.1286 -0.5929
H 1.7484 -2.0782 -2.1672
H -0.5518 -2.4235 -0.4336
H 0.0397 -0.7680 -0.0230
H -1.0644 -1.9338 -2.6985
H 0.1034 -0.4946 -2.8597
H -3.5698 -1.4045 -2.1753
H -5.0177 0.8926 -1.3233
H -2.9610 2.8953 -0.6108
H -0.5492 1.5951 -1.0906
H 3.5574 -0.2334 2.4145
H 5.4083 0.9269 1.4006
O -1.2653 -4.5512 1.4377
C -0.7096 -4.3396 2.4859
O 0.4768 -3.6974 2.4927
C 1.1635 -3.2674 3.6760
C 1.9513 -4.4025 4.2999
C -1.2782 -4.8544 3.7775
H 0.4714 -2.7971 4.3778
H 1.8577 -2.4863 3.3554
H 1.3061 -5.2235 4.6157
H 2.5073 -4.0500 5.1723
H 2.6566 -4.8161 3.5748
H -1.0507 -5.9170 3.8718
H -2.3611 -4.7172 3.7574
H -0.9233 -4.3292 4.6611
O -5.3507 2.0838 0.9327
C -6.4564 1.8283 1.3490
O -7.0137 0.6365 1.0698
C -8.2547 0.1753 1.6246
C -9.4380 0.7401 0.8650
C -7.2522 2.8558 2.1030
H -8.3015 0.3829 2.6964
H -8.2492 -0.9113 1.5202
H -9.4716 1.8295 0.9187
H -10.3755 0.3488 1.2659
H -9.3722 0.4789 -0.1910
H -7.6829 3.5665 1.3964
H -6.5815 3.3840 2.7830
H -8.0420 2.4397 2.7229
O -7.8014 4.9122 4.5100
C -8.4516 5.9090 4.3118
O -9.7746 5.8090 4.0878
C -10.6630 6.9294 3.9797
C -10.6232 7.5277 2.5880
C -7.7884 7.2552 4.2279
H -10.4584 7.6641 4.7617
H -11.6648 6.5425 4.1734
H -9.6310 7.9063 2.3373
H -11.3358 8.3519 2.5031
H -10.8703 6.7701 1.8410
H -7.3207 7.3648 3.2486
H -7.0213 7.3118 5.0030
H -8.4583 8.0934 4.4040
O -11.4978 0.9178 -1.2339
C -11.2785 0.7062 -2.4009
O -10.1634 0.0422 -2.7600
C -9.8717 -0.3845 -4.0975
C -9.2832 0.7461 -4.9170
C -12.1908 1.2474 -3.4659
H -10.7531 -0.8304 -4.5637
H -9.1325 -1.1823 -4.0074
H -9.9783 1.5816 -5.0136
H -9.0232 0.3992 -5.9202
H -8.3841 1.1371 -4.4355
H -11.9775 2.3062 -3.6175
H -13.2229 1.1314 -3.1287
H -12.1233 0.7255 -4.4175
*
```

Orbital gap in eV: 4.15
E_HOMO in eV: -8.71

Atomic partial charges in e from the Löwdin method, atoms 1 to 6:
1. C 0.06
2. C -0.16
3. C -0.15
4. C -0.32
5. C -0.54
6. I 1.00